A:
{"formula": "C6H12N2O", "method": "ωB97M-V with the def2-TZVPD basis set", "spin_multiplicity": 1, "species": ["C", "C", "C", "C", "C", "C", "N", "O", "N", "H", "H", "H", "H", "H", "H", "H", "H", "H", "H", "H", "H"], "xyz": [[-1.07012, -2.14490, -0.29058], [1.45538, -0.38042, -1.00363], [1.63083, 0.48792, 1.36640], [-1.35649, 0.25541, -0.03304], [-0.36153, 1.18356, -0.06989], [0.75564, 0.26456, 0.16407], [-0.35643, 2.56738, 0.18104], [-2.67493, 0.38902, -0.36079], [-0.74747, -0.89788, 0.39232], [-3.18025, -0.28878, 0.10517], [-1.27979, 2.92620, 0.38681], [0.06279, 3.11350, -0.56147], [-1.55129, -2.01466, -1.26930], [-0.14491, -2.70783, -0.44607], [-1.71155, -2.76556, 0.34248], [1.91174, -1.33115, -0.71712], [0.77172, -0.54481, -1.83523], [1.09191, 1.02028, 2.14691], [1.97342, -0.47642, 1.74649], [2.51925, 1.06770, 1.09992], [2.26210, 0.27688, -1.34448]]}


B:
{"formula": "C6H12N2O", "method": "ωB97M-V with the def2-TZVPD basis set", "spin_multiplicity": 1, "species": ["C", "C", "C", "C", "C", "C", "N", "N", "O", "H", "H", "H", "H", "H", "H", "H", "H", "H", "H", "H", "H"], "xyz": [[-2.57494, 0.67870, 0.13556], [2.77805, 0.04842, 0.18054], [0.98171, 1.72622, -0.49918], [-2.60122, -1.77854, 0.06533], [0.34211, -0.19018, 1.06795], [1.16693, 0.20625, -0.10717], [-2.85048, 1.83758, 0.16526], [-2.11414, -0.47766, -0.16856], [0.88713, -0.58299, -1.22997], [3.08218, 0.74853, 0.96829], [2.94178, -1.09318, 0.17125], [3.39179, 0.53223, -0.61650], [1.48295, 2.44369, 0.23809], [-0.15833, 1.76734, -0.67216], [1.61015, 1.98227, -1.42171], [-2.90008, -2.26025, -0.86696], [-1.86772, -2.30488, 0.54644], [-3.62634, -1.84840, 0.59175], [0.03368, -1.28511, 1.00976], [0.03550, 0.25519, 2.07208], [-0.04069, -0.40522, -1.63011]]}


Most stable to least stable, the ends of the list are A and B.


A:
{"formula": "C9H13N2", "method": "ωB97M-V with the def2-TZVPD basis set", "charge": 1, "spin_multiplicity": 3, "species": ["C", "C", "C", "C", "C", "C", "C", "C", "C", "N", "N", "H", "H", "H", "H", "H", "H", "H", "H", "H", "H", "H", "H", "H"], "xyz": [[-3.04673, -0.33891, -0.19955], [-1.22178, -1.98810, -0.17394], [0.26314, -0.45790, -0.09357], [-0.90887, 0.12996, 0.24607], [-1.60987, 1.40741, 0.19502], [-3.06298, 1.03741, 0.00741], [2.76989, -0.55042, 0.24291], [1.80616, 1.34320, -0.28289], [1.47554, 0.06224, 0.48637], [-1.76382, -0.85822, -0.01803], [0.11140, -1.83550, -0.19471], [-3.77829, -1.14520, -0.15223], [-1.78485, -2.80603, -0.61396], [-1.39289, 2.12448, 0.97552], [-1.31765, 1.87974, -0.73796], [-3.82979, 1.80228, 0.11713], [3.05742, -1.44150, 0.78075], [3.58042, 0.14676, 0.55581], [2.90724, -0.75767, -0.76824], [2.85731, 1.63969, -0.15400], [0.97706, 1.95815, -0.14196], [1.76690, 0.92294, -1.28693], [1.25515, 0.19527, 1.53159], [0.88988, -2.47008, -0.32063]]}


B:
{"formula": "C9H13N2", "method": "ωB97M-V with the def2-TZVPD basis set", "charge": 1, "spin_multiplicity": 3, "species": ["C", "C", "C", "C", "C", "C", "C", "C", "C", "N", "N", "H", "H", "H", "H", "H", "H", "H", "H", "H", "H", "H", "H", "H"], "xyz": [[1.25098, 1.68979, -0.20169], [1.82670, 0.40060, -0.22741], [-0.39390, 0.11817, -0.09787], [3.74362, -1.19381, 0.15740], [-0.94949, 2.50025, 0.15708], [3.18935, 0.00516, -0.18456], [-1.57096, -0.53701, 0.07196], [-2.97235, 0.00025, 0.15010], [-1.69622, -2.01001, 0.05509], [0.81826, -0.52708, -0.27548], [-0.10418, 1.55804, -0.06946], [1.79236, 2.73986, -0.28156], [4.80509, -1.18748, 0.23988], [3.22844, -2.00193, 0.70167], [-1.99289, 2.46780, 0.26276], [-0.46677, 3.54592, 0.15153], [4.00765, 0.67040, -0.60625], [-3.28972, 0.49412, -0.82855], [-3.73072, -0.69445, 0.29432], [-2.95647, 0.70409, 0.94549], [-0.79076, -2.55943, -0.01311], [-2.19167, -2.44106, 0.94695], [-2.24971, -2.19478, -0.79957], [0.69337, -1.54741, -0.54872]]}


Most stable to least stable, the ends of the list are B and A.